A cluster of 2 separate species, C4H13N2O2 in total. Source: the OMol25 dataset; level of theory: ωB97M-V/def2-TZVPD.

Values from the calculation:
- max |F| (hartree/bohr) = 0.043
- E_tot (Ha) = -420.08079
- energy relative to the best compared isomer or geometry (same formula, charge and spin) (kcal/mol) = 17.7
- LUMO energy (alpha / beta) (eV) = 0.7 / -2.1
- HOMO level (alpha / beta) (eV) = -9.18 / -9.20
- multiplicity = 2

Element x y z (Å)
N 2.29826 -0.51318 -0.43547
C 1.34284 -0.25250 -1.49528
C 0.29811 0.80344 -1.28469
N -0.71959 0.54175 -0.19998
C -1.05151 -0.84096 0.13331
C -0.29582 -1.41503 1.34485
O 0.52750 -0.53132 1.97878
H 1.97405 -1.08499 0.32495
H 2.64090 0.37707 -0.12582
H 1.93016 -0.02483 -2.40090
H 0.91530 -1.20308 -1.83178
H -0.34543 0.89800 -2.16589
H 0.73937 1.78434 -1.16093
H -0.18434 0.83646 0.60598
H -0.98444 -1.56767 -0.67009
H -2.12743 -0.79739 0.35723
H -1.00018 -1.85240 2.07141
H 0.34180 -2.27069 1.03255
H -1.88085 2.26705 0.54957
H -2.30017 2.09055 2.02133
O -2.11853 2.75539 1.35088